(1)
C26H34ClF5N3O4STi | ωB97M-V/def2-TZVPD

Its max |F| is 4.8 eV/A. The gap between HOMO and LUMO (alpha / beta) comes out at 4.6 / 5.4 eV. The spin multiplicity is 3. As for the net charge: -1. The value obtained for the HOMO energy (alpha / beta) is -0.0962 / -0.1261 hartree.

Cartesian coordinates (Å):
C1 3.719 0.812 -1.873
H1 -2.147 0.296 2.788
H2 0.821 -2.966 -1.826
H3 -0.480 2.253 -6.821
N1 0.175 -4.729 -0.912
C2 0.189 2.704 -3.029
H4 -0.773 -2.544 4.801
C3 1.921 -0.487 -0.882
C4 -3.660 0.726 -1.613
C5 0.391 3.778 -3.876
H5 0.561 -1.987 3.731
C6 1.199 2.288 4.704
C7 0.519 3.450 5.073
C8 -1.930 -1.406 -2.752
C9 -0.138 1.442 -3.573
H6 2.128 -1.139 -1.750
C10 -1.643 0.030 5.301
H7 0.764 4.695 -3.437
H8 -2.238 0.884 4.972
H9 4.650 1.308 -1.590
H10 3.654 0.321 1.370
F1 1.665 0.626 3.106
F2 0.583 3.891 6.348
H11 0.414 2.832 -1.967
H12 -4.148 1.495 -1.026
C11 -0.436 1.267 -4.938
Ti1 -1.587 -1.200 0.071
C12 -1.335 -0.411 2.951
O1 1.278 0.839 -2.023
H13 -1.414 -4.566 0.472
C13 0.291 2.469 2.427
F3 1.926 1.601 5.618
C14 -0.362 3.657 2.835
H14 3.081 1.557 -2.358
C15 -0.090 -1.716 4.564
H15 0.497 -1.479 5.455
O2 -0.881 -1.038 1.938
H16 -1.763 1.480 -0.854
H17 -0.697 0.262 -5.284
H18 -2.665 -2.105 -2.314
H19 0.459 -0.662 -3.084
C16 -0.693 -5.294 0.109
H20 -0.995 0.363 6.114
H21 1.884 -4.959 -2.069
H22 -1.224 -6.151 -0.287
C17 -1.491 -0.448 -1.733
H23 3.913 -0.017 -2.560
S1 0.166 1.893 0.846
H24 -4.273 -0.170 -1.484
C18 -0.290 2.385 -5.757
N2 -0.874 -0.538 4.194
C19 0.111 -3.445 -1.148
F4 -1.124 4.320 1.939
H25 0.736 -6.353 -2.096
H26 -1.146 -1.983 -3.262
H27 0.240 4.465 -5.911
H28 -0.090 -5.634 0.945
C20 1.076 1.812 3.410
Cl1 -3.613 -1.584 0.758
H29 -2.495 -0.866 -3.538
C21 3.424 0.993 0.529
C22 -2.237 0.552 -1.183
O3 1.008 -0.688 -0.048
H30 4.334 1.562 0.304
C23 -0.261 4.134 4.135
N3 3.146 0.258 -0.667
O4 -0.786 -2.752 -0.565
H31 2.629 1.718 0.799
C24 0.136 3.615 -5.238
C25 1.208 -5.582 -1.470
H32 -2.321 -0.705 5.747
F5 -0.930 5.251 4.500
H33 1.734 -6.055 -0.630
C26 0.360 0.380 -2.761
H34 -3.760 0.995 -2.665

***

(2)
C26H34CoN2S6 | ωB97M-V/def2-TZVPD

Its max |F| is 0.4 eV/A. The gap between HOMO and LUMO comes out at 6.3 eV. As for the net charge: +3. The value obtained for the HOMO energy is -0.5894 hartree.

Cartesian coordinates (Å):
H1 4.178 -3.892 1.425
C1 0.696 -0.442 -5.419
S1 -0.344 0.341 1.829
N1 -1.562 1.201 -0.334
H2 -2.454 2.054 -2.013
N2 0.506 0.412 -2.032
C2 -3.692 2.501 -0.082
C3 -3.439 3.864 -0.223
C4 -1.805 1.211 -1.791
S2 0.611 -2.782 1.946
H3 -0.669 1.123 -3.591
H4 2.232 2.648 4.371
C5 -2.681 1.621 0.581
C6 3.319 -3.225 1.348
H5 5.683 -0.924 1.763
C7 1.466 -0.085 -3.057
H6 -6.281 4.775 -1.812
C8 -0.330 -1.744 4.340
C9 0.596 0.163 -0.764
H7 -5.096 0.907 -0.429
H8 4.703 0.491 3.594
H9 0.894 1.023 5.800
H10 0.116 -2.413 -2.715
H11 1.212 0.467 -5.706
H12 -1.075 -1.167 3.796
H13 5.062 1.490 2.181
H14 -0.921 -3.683 3.583
C10 0.018 -1.184 -6.378
H15 3.220 -2.895 0.317
H16 0.004 -0.849 -7.407
C11 4.445 0.672 2.551
C12 -0.023 -3.071 3.655
C13 -0.633 -2.353 -6.017
C14 -0.512 1.352 -2.539
C15 -0.501 0.633 0.153
H17 -1.159 -2.931 -6.765
H18 -1.103 -3.711 -4.423
H19 -2.201 2.133 1.417
C16 0.729 -0.879 -4.101
C17 0.078 -2.058 -3.741
H20 -0.099 2.360 -2.454
Co1 1.582 -0.744 2.122
C18 -4.884 1.962 -0.558
C19 -5.552 4.136 -1.332
H21 4.377 -0.420 0.667
C20 4.650 -0.581 1.708
H22 1.944 0.796 -3.492
H23 0.139 1.280 4.218
H24 1.795 -4.753 1.204
H25 3.159 1.223 4.843
C21 -4.367 4.679 -0.852
H26 -2.337 0.292 -2.049
H27 2.217 -4.319 2.862
H28 2.225 -0.673 -2.550
C22 -5.813 2.781 -1.182
C23 -0.604 -2.791 -4.698
H29 -6.744 2.365 -1.542
S3 1.257 -0.863 4.335
S4 1.933 -0.658 -0.079
C24 2.063 -3.925 1.858
S5 2.682 1.208 2.486
H30 -4.175 5.738 -0.954
S6 3.533 -1.803 2.452
H31 -3.130 0.698 0.959
H32 0.732 -3.632 4.204
C25 1.019 0.892 4.725
H33 -2.523 4.293 0.171
H34 -0.673 -1.904 5.362
C26 2.306 1.568 4.260